# C21H48Al2Cl2FMgN4NaO14S2

A structure of composition C21H48Al2Cl2FMgN4NaO14S2 in a non-equilibrium geometry (wB97M-V/def2-TZVPD, the OMol25 dataset).

HOMO level ... -5.35 eV
Strongest force on any atom ... 2.736 eV Å⁻¹
Total energy ... -129650.0901 eV

Element x y z (Å)
C (-4.7733, 2.9095, -1.4906)
C (-4.1975, 1.9462, -0.4021)
C (-3.5114, 0.7598, -1.1752)
Cl (-4.8222, -0.4383, -1.5796)
Al (-1.9757, -0.1159, -0.1234)
C (-2.0751, -2.1301, -0.2930)
C (-1.9896, -2.7336, -1.7367)
C (-0.8179, -2.2031, -2.6334)
C (0.4883, -2.0234, -1.8677)
N (1.7190, -1.5432, -2.6005)
C (1.5915, -0.3631, -3.4239)
N (2.2179, -0.3432, -4.6060)
N (0.8040, 0.7640, -3.0415)
O (-2.0715, 0.2469, 1.6994)
C (-0.7639, 0.5613, 2.1515)
C (0.1428, -0.6975, 2.2422)
N (1.5693, -0.4086, 1.9695)
C (2.3577, -0.2257, 3.1794)
C (2.9407, -1.5419, 3.7706)
C (4.4867, -1.5671, 3.6971)
O (2.3787, -2.7115, 3.1837)
H (-3.9418, 3.6095, -1.7691)
H (-5.6630, 3.4409, -1.1154)
H (-4.9987, 2.3263, -2.4171)
H (-5.0512, 1.5246, 0.1447)
H (-3.4715, 2.4609, 0.2519)
H (-3.1031, 1.1535, -2.1578)
H (-0.6081, 0.5498, -0.6197)
H (-3.0757, -2.4097, 0.1006)
H (-1.3461, -2.6858, 0.3198)
H (-2.9282, -2.5561, -2.2949)
H (-1.8412, -3.8269, -1.6446)
H (-1.1648, -1.3169, -3.1812)
H (-0.6331, -2.9872, -3.3982)
H (0.3772, -1.3985, -0.9664)
H (0.7738, -3.0341, -1.5124)
H (2.4246, -1.3333, -1.8914)
H (2.0621, 0.5807, -5.0912)
H (-0.1238, 0.7021, -3.4683)
H (1.2030, 1.6181, -3.4317)
H (-0.2772, 1.3347, 1.5175)
H (-0.8494, 1.0034, 3.1706)
H (-0.1623, -1.4975, 1.5496)
H (0.0852, -1.1431, 3.2597)
H (1.9494, -1.1547, 1.3997)
H (1.7730, 0.3002, 3.9652)
H (3.2064, 0.4448, 2.9276)
H (2.6874, -1.5707, 4.8615)
H (4.8916, -2.5091, 4.1169)
H (4.9128, -0.7607, 4.3410)
H (4.8336, -1.4515, 2.6562)
H (2.9544, -3.4658, 3.3512)
Al (-2.9662, 3.3332, -3.1288)
C (-10.3562, 4.6904, -1.7280)
C (-9.3660, 5.1421, -0.6735)
O (-8.1296, 4.5211, -1.0490)
S (-8.0618, 4.4004, -2.6548)
O (-7.2966, 5.4936, -3.1544)
O (-7.7657, 3.0500, -2.9877)
O (-9.6141, 4.6875, -2.9547)
H (-10.7042, 3.6733, -1.5368)
H (-11.2116, 5.3570, -1.8044)
H (-9.6568, 4.8397, 0.3291)
H (-9.2241, 6.2250, -0.7000)
F (2.2325, -4.3977, 1.8993)
C (-0.7583, -4.2560, 3.5114)
C (-2.1093, -4.8609, 3.0342)
O (-2.6538, -5.6408, 3.8362)
O (-2.4677, -4.4782, 1.9047)
H (-0.4954, -4.6221, 4.5020)
H (0.0379, -4.5261, 2.8159)
H (-0.8413, -3.1696, 3.5472)
O (0.1051, 1.8379, 5.3587)
H (0.7347, 1.4689, 5.9948)
H (-0.3851, 2.5070, 5.8434)
C (5.6140, -1.0500, -2.7845)
C (5.7001, 0.4235, -3.0990)
C (7.1416, 0.7437, -2.7327)
O (7.8963, -0.4506, -2.9655)
C (6.9956, -1.5431, -3.1821)
H (4.8058, -1.5623, -3.3083)
H (5.4689, -1.1899, -1.7099)
H (5.5396, 0.5816, -4.1709)
H (4.9793, 1.0328, -2.5516)
H (7.2334, 0.9990, -1.6725)
H (7.5568, 1.5621, -3.3236)
H (7.0316, -1.8032, -4.2465)
H (7.3192, -2.4081, -2.6030)
Na (0.3337, 3.2266, 7.5091)
Cl (-0.9447, -1.2016, -5.7788)
O (8.9360, 1.3830, 5.0638)
S (7.7050, 0.7359, 4.5878)
O (7.4466, 1.1670, 3.2029)
O (6.5693, 1.1255, 5.4443)
O (7.8572, -0.7283, 4.6241)
Mg (1.1742, -0.4086, -6.4021)